1.
The following is a DFT calculation (ωB97M-V with the def2-TZVPD basis set) of C35H29N9OReS2 as an isolated structure.

Last column: Löwdin spin population.
Geometry (Å):
1 H -3.5774 1.7996 -3.8321  0.00
2 N -1.5043 -2.0871 -0.6083  0.02
3 C -2.5354 -3.6513 2.6571  0.01
4 C -1.6326 -2.2141 -3.1619  0.00
5 C -0.1398 1.4897 2.4934  0.01
6 C 2.2090 1.3983 2.1031  0.01
7 C -2.5756 1.9887 2.5777  0.02
8 C -3.6781 1.5205 1.8983  0.00
9 C -2.0183 -2.9126 0.3078  0.02
10 H 1.6098 0.5147 6.2604  0.00
11 N -1.2450 0.8441 -1.7433  0.03
12 H 2.5924 1.9617 6.0839  0.00
13 H -3.0477 -0.1803 -2.0283  0.00
14 H 3.8959 5.2438 -3.4203  0.00
15 H 2.8433 4.5463 -4.6492  0.00
16 C -1.9426 -2.7974 1.7647  0.00
17 N 0.6322 1.4265 0.2008  0.12
18 C -3.0969 -4.6026 -2.6533  0.00
19 H 2.5630 -2.5523 2.1862  0.00
20 N -2.6635 -3.9475 -0.2624  0.01
21 C 0.0848 1.5068 3.8651  0.00
22 H 4.7292 -3.5880 1.4112  0.00
23 C -3.1594 0.6630 0.9310  0.01
24 C -1.8672 -2.6374 -1.8524  0.01
25 N -1.2358 -1.7775 2.3295  0.02
26 H 0.7486 3.3402 -3.9318  0.00
27 S -2.1688 -3.1740 4.2456  0.00
28 Re -0.3068 -0.2689 -0.2600  2.31
29 C 2.8619 5.0136 -3.6668  0.00
30 C 4.4276 -2.9229 -0.6319  0.01
31 H -3.1463 -4.5149 2.4730  0.00
32 H -3.6541 -5.5043 -2.4522  0.00
33 H 3.0376 1.2954 1.4196  0.00
34 H -4.7063 1.7731 2.0712  0.00
35 C 1.1499 3.3299 -2.9300  0.00
36 C -2.8542 -4.1710 -3.9387  0.00
37 C -2.4451 0.6636 -2.3091  0.03
38 C 2.9251 -2.5119 1.1707  0.01
39 C 2.4338 1.4333 3.4646  0.00
40 H -1.0693 -1.3206 -3.3883  0.00
41 C 2.3962 -1.6916 -0.9927  0.02
42 H -3.1141 -4.6977 0.2336  0.00
43 C 0.9153 1.4846 1.5818  0.02
44 N -1.8343 0.6137 1.0162  0.01
45 C 2.7290 4.0820 -1.3248  0.00
46 C -2.1324 -2.9931 -4.1847  0.00
47 C 1.3777 1.5082 4.3719  0.01
48 H 5.3464 -3.3461 -1.0113  0.00
49 H -0.7721 -1.1609 4.2719  0.00
50 S 1.2605 -0.8291 -1.9651  0.05
51 C -1.5772 2.4637 -3.1990  0.03
52 H -3.6789 0.0795 0.1929  0.00
53 C 2.1928 3.2317 -0.3834  0.02
54 H 0.8583 2.1037 6.3698  0.00
55 C 2.2490 4.1217 -2.6328  0.02
56 H 3.5593 4.7134 -1.0432  0.00
57 H -2.4863 2.6816 3.3927  0.00
58 C 4.0930 -3.0612 0.7190  0.01
59 H -1.9586 -2.6899 -5.2063  0.00
60 C -2.5896 -3.8094 -1.6321  0.00
61 C 0.5612 2.5192 -1.9654  0.02
62 N -0.7066 1.9446 -2.3181  0.01
63 O 1.0014 -1.3362 0.8549  0.11
64 H -3.2266 -4.7478 -4.7727  0.00
65 C 3.5848 -2.2451 -1.4800  0.01
66 H 2.3195 5.9567 -3.7351  0.00
67 C -2.7002 1.6631 -3.2310  0.01
68 H -1.3596 3.3784 -3.7158  0.00
69 C 1.6225 1.5266 5.8520  0.00
70 C 1.1219 2.3788 -0.6852  0.01
71 N -1.4822 1.4322 2.0280  0.01
72 H 3.4478 1.3936 3.8358  0.00
73 H -0.7581 1.5110 4.5444  0.00
74 H 2.6092 3.2353 0.6093  0.00
75 H 3.8115 -2.1250 -2.5282  0.00
76 N 2.1193 -1.8479 0.3156  0.01
77 C -1.2734 -1.8587 3.6225  0.00

Values from the calculation:
Charge: +2
Spin multiplicity: 4
ΔE to the lowest compared entry with this formula, charge and spin (kJ/mol): 0.0
HOMO (spin up / spin down) (Ha): -0.4487 / -0.4621
Frontier orbital gap (spin up / spin down) (eV): 7.2 / 6.2
Total energy (eV): -76012.9076
LUMO energy (spin up / spin down) (hartree): -0.182 / -0.234

2.
The following is a DFT calculation (ωB97M-V with the def2-TZVPD basis set) of C35H29N9OReS2 as an isolated structure.

Last column: Löwdin spin population.
Geometry (Å):
1 C -3.4218 -2.1441 1.2906  0.02
2 C -2.6256 -2.6139 2.3113  0.01
3 H 6.2885 -3.5247 -0.7158  0.00
4 N -2.6532 -1.4503 0.4377  0.01
5 C 2.0837 1.0585 -3.6303  0.00
6 C -4.8833 -2.6326 -3.8227  0.00
7 C 3.3462 -1.8567 -1.1341  0.00
8 H -4.4820 -2.2484 1.1113  0.00
9 C 3.7906 -2.3333 1.1660  0.00
10 C -4.0789 -1.6678 -2.9830  0.01
11 C 4.9933 -2.9733 0.8876  0.00
12 H -5.6729 -3.1109 -3.2400  0.00
13 C -2.4496 0.0513 -1.4504  0.02
14 N -1.5520 0.8591 -0.6848  0.14
15 C 2.9587 -1.7869 0.2030  0.01
16 H 1.7960 -0.9493 -6.3150  0.00
17 C -2.7302 0.3318 -2.7792  0.01
18 N 1.8333 -1.2006 0.8481  0.02
19 H 0.4767 -2.2495 -4.6487  0.00
20 N 0.2806 2.9459 0.3010  0.01
21 H -3.7371 -0.2564 -4.5664  0.00
22 C 1.6732 -0.5820 -5.3030  0.00
23 C 1.4288 -1.2507 4.6121  0.01
24 H -4.6847 4.1870 -0.9264  0.00
25 H -0.4334 -2.3354 2.5453  0.00
26 H -2.4538 7.0531 -0.0758  0.00
27 S -0.0346 -1.7614 -1.8700  0.09
28 C -1.9312 2.2199 -0.5241  0.00
29 C -3.2376 2.6303 -0.8100  0.02
30 S 0.2232 -0.5412 5.5707  0.00
31 C 0.7892 -0.8421 -3.0827  0.01
32 C -3.6594 3.9364 -0.6738  0.00
33 C 4.5387 -2.4836 -1.4351  0.00
34 C -1.3513 -2.1557 2.0079  0.02
35 H -2.3030 1.2274 -3.2210  0.00
36 H 2.4854 1.9779 -3.2297  0.00
37 H -4.1751 -2.8561 -1.2039  0.00
38 C -2.8103 4.9205 -0.1878  0.02
39 C 2.3713 3.2491 0.9402  0.01
40 N 3.1671 -2.0682 2.3785  0.01
41 C 0.9416 -1.3061 -4.3894  0.01
42 N 1.3598 0.3251 -2.7523  0.01
43 C -1.5338 4.5197 0.1404  0.00
44 C -0.5433 0.0557 4.1628  0.00
45 H 2.7475 -1.4449 -1.9289  0.00
46 C 1.9827 1.9347 1.1426  0.02
47 H 2.2408 -1.8103 5.0672  0.00
48 Re 0.0890 -0.1696 -0.0811  2.30
49 H -0.8680 5.2510 0.5863  0.00
50 H -3.9534 1.8909 -1.1357  0.00
51 H 3.3315 3.6942 1.1548  0.00
52 C 1.2630 3.8582 0.3983  0.02
53 H 2.5731 1.1224 1.5288  0.00
54 C -1.0888 3.2103 -0.0429  0.02
55 H 1.1219 4.8760 0.0713  0.00
56 H -4.2365 -3.4254 -4.2069  0.00
57 H 3.5163 -2.3409 3.2799  0.00
58 C -3.7896 -1.9474 -1.6573  0.00
59 H -1.4626 0.6349 4.2173  0.00
60 C 2.2576 0.6243 -4.9126  0.01
61 H -3.6895 6.4655 1.0335  0.00
62 C 1.1900 -0.9815 3.2977  0.00
63 H -5.3392 -2.1345 -4.6791  0.00
64 H 2.8390 1.2260 -5.5994  0.00
65 H -2.9240 -3.2083 3.1597  0.00
66 C -2.9945 -1.0867 -0.9071  0.01
67 N 0.0607 -0.2502 3.0541  0.03
68 H 5.6126 -3.3919 1.6744  0.00
69 H -4.0552 6.6143 -0.6807  0.00
70 N -1.3580 -1.4374 0.8802  0.03
71 N 0.7100 1.7423 0.7541  0.02
72 C 2.0232 -1.4093 2.1630  0.02
73 O 1.2432 0.8375 -1.4994  0.06
74 C -3.2746 6.3424 0.0303  0.00
75 H 4.8520 -2.5453 -2.4719  0.00
76 C 5.3577 -3.0421 -0.4383  0.00
77 C -3.5330 -0.5052 -3.5295  0.00

Values from the calculation:
Charge: +2
Spin multiplicity: 4
ΔE to the lowest compared entry with this formula, charge and spin (kJ/mol): 63.4
HOMO (spin up / spin down) (Ha): -0.4497 / -0.4613
Frontier orbital gap (spin up / spin down) (eV): 7.1 / 6.1
Total energy (eV): -76012.2502
LUMO energy (spin up / spin down) (hartree): -0.189 / -0.235

3.
The following is a DFT calculation (ωB97M-V with the def2-TZVPD basis set) of C35H30BiBrF5N8O3S as an isolated structure.

Last column: Mulliken charge in e.
Geometry (Å):
1 H -1.9159 3.8245 -3.1191  0.31
2 S -1.2913 -1.1216 -2.0281  -0.48
3 F -2.6640 1.4042 -0.8175  0.11
4 H -0.3792 -2.3660 2.5980  0.32
5 C -2.8607 -0.4420 -2.3098  1.77
6 H 1.9500 -3.5138 1.7564  0.52
7 H 0.9157 -2.8397 3.6787  0.63
8 N 0.1558 3.0250 0.3432  0.61
9 H -3.0280 -0.1844 1.3437  0.55
10 H -0.1766 -3.3762 -1.0105  0.60
11 C 0.8944 4.0032 -0.1350  -0.06
12 C 0.6656 -0.4693 4.7034  -1.17
13 C 1.2665 1.7836 4.2220  -1.21
14 C 0.7862 -0.7588 3.3472  0.59
15 H -1.7423 4.8110 2.4348  0.61
16 C -0.0539 -3.2769 0.0744  -2.29
17 N -1.3128 3.2978 -2.5107  -0.06
18 C -3.6914 -1.0688 -3.2569  -0.04
19 C 0.7914 1.2187 -4.4694  -0.61
20 C 0.9074 0.8164 5.1499  -0.60
21 C -2.8834 -1.2389 1.1815  -0.96
22 C 0.6610 -2.1725 2.8520  -0.91
23 O 1.6039 -0.2178 -2.6499  -0.32
24 H -0.0985 2.8732 -6.2738  0.41
25 H -4.4164 -4.2410 1.3217  0.44
26 H 2.4438 -1.8079 1.7342  0.48
27 H -4.8819 -1.8061 1.6833  0.55
28 C -0.7724 3.3371 1.2451  0.57
29 N -1.6656 -1.6040 0.8021  0.89
30 H 5.5149 1.5823 -0.5289  0.51
31 H -2.1372 -4.9043 0.5891  0.54
32 C -5.4212 0.5852 -3.0057  0.64
33 F -6.6042 1.0972 -3.3435  -0.29
34 C -1.4057 -2.8924 0.6014  0.92
35 Bi 0.0437 0.0456 0.0334  4.59
36 C -1.6210 2.2330 1.8588  -0.18
37 C 4.3116 -1.4983 -1.2056  -1.15
38 C -4.6318 1.2230 -2.0578  -0.17
39 C -3.3859 0.7112 -1.7227  -1.46
40 Br 2.2330 3.5408 -1.4073  -0.03
41 C -2.3762 -3.8700 0.7795  -1.06
42 C 4.8426 0.7393 -0.5739  -0.94
43 C 3.5814 0.8146 -0.0072  -0.78
44 H 3.2676 1.7018 0.5215  0.53
45 C -0.6035 3.1585 -5.3554  -1.15
46 H 2.5295 -3.3838 -0.6472  0.48
47 H 4.5685 -2.4454 -1.6551  0.51
48 H 1.7559 1.5575 -4.8602  0.41
49 C 2.0298 -2.4061 -0.6913  -1.88
50 C -4.9360 -0.5750 -3.6080  0.23
51 C 3.0588 -1.3162 -0.6324  0.89
52 N 1.0620 0.1900 2.4610  0.45
53 H -1.5608 3.2133 -1.5387  -0.02
54 C -3.6477 -3.4969 1.1807  -0.77
55 N -0.1469 2.2990 -4.2957  0.17
56 C -0.1833 5.6540 1.1800  -0.74
57 H -1.6798 3.0551 -5.5077  0.34
58 H 0.2286 -4.2650 0.4658  0.50
59 N 0.1137 1.4616 -2.2420  0.85
60 C 0.7751 5.3367 0.2304  -0.83
61 H 1.5042 2.7899 4.5261  0.50
62 C 1.5856 -2.4780 1.6675  -1.30
63 H 1.5526 2.1451 2.1295  0.40
64 C 1.3049 1.4204 2.8897  -0.13
65 F -3.2617 -2.1818 -3.8570  -0.32
66 N 0.9937 -2.2985 0.3376  0.71
67 H 1.4136 6.0856 -0.2112  0.52
68 C -3.9064 -2.1504 1.3823  -1.01
69 C -0.4878 2.3699 -3.0031  -0.63
70 H -0.3694 4.2030 -5.1433  0.33
71 H -0.2958 6.6731 1.5173  0.46
72 C 5.2143 -0.4474 -1.1899  -0.69
73 H 0.3976 0.4241 -5.1131  0.42
74 H 0.4006 -1.2514 5.3972  0.52
75 H 6.1874 -0.5540 -1.6463  0.46
76 H 1.5466 -2.3124 -1.6670  0.63
77 F -5.0553 2.3505 -1.4745  -0.30
78 N 2.7077 -0.1781 -0.0514  0.56
79 O -1.3798 1.0222 1.5174  -0.35
80 F -5.6577 -1.1977 -4.5400  -0.29
81 O -2.4744 2.5439 2.6626  -0.75
82 C 0.9236 0.7088 -3.0300  -0.58
83 H 0.8192 1.0627 6.1967  0.44
84 C -0.9762 4.6400 1.6931  -0.89

Values from the calculation:
Charge: +1
ΔE to the lowest compared entry with this formula, charge and spin (kJ/mol): 60.0
HOMO (Ha): -0.3624
Frontier orbital gap (eV): 7.6
Total energy (eV): -155147.0471
LUMO energy (hartree): -0.082

Question: Among the records above, which one has the lowest charge?
Answer: C35H30BiBrF5N8O3S

Question: Which value of ΔE to the lowest compared entry with this formula, charge and spin does entry 2 give?
Answer: 63.4 kJ/mol

Question: Which of these has the highest total energy?
Answer: number 2